## one
Density functional theory data (ωB97M-V/def2-TZVPD) for a 12-piece molecular cluster, C48H132N12O12 overall.

Geometry (Å):
C1 -2.45 3.90 -5.20
C2 -3.45 2.78 -5.33
C3 -2.74 1.49 -5.83
O1 -1.97 1.80 -6.96
C4 -1.48 0.66 -7.64
N1 -3.98 2.30 -4.05
H1 -1.55 3.67 -4.68
H2 -3.01 4.75 -4.76
H3 -2.26 4.20 -6.21
H4 -4.18 3.07 -6.07
H5 -3.48 0.74 -6.06
H6 -2.13 1.04 -5.04
H7 -0.49 0.34 -7.33
H8 -1.29 0.94 -8.63
H9 -2.16 -0.18 -7.55
H10 -4.28 1.36 -4.09
H11 -4.71 2.91 -3.72
C5 4.79 -3.92 -0.22
C6 5.58 -3.13 -1.35
C7 4.73 -2.40 -2.37
O2 3.82 -3.25 -2.97
C8 3.03 -2.54 -3.84
N2 6.59 -2.33 -0.59
H12 4.32 -3.25 0.49
H13 5.57 -4.44 0.29
H14 4.07 -4.64 -0.63
H15 6.13 -3.93 -1.86
H16 5.41 -1.89 -3.08
H17 4.22 -1.54 -1.93
H18 2.58 -1.61 -3.43
H19 2.16 -3.11 -4.19
H20 3.56 -2.18 -4.72
H21 7.37 -1.97 -1.14
H22 6.20 -1.57 -0.03
C9 8.26 -0.28 2.16
C10 7.23 -0.17 3.21
C11 5.91 0.37 2.76
O3 5.30 -0.47 1.78
C12 3.99 -0.12 1.53
N3 6.95 -1.35 4.03
H23 9.17 -0.65 2.63
H24 8.41 0.73 1.79
H25 7.88 -0.90 1.36
H26 7.58 0.56 3.90
H27 6.05 1.36 2.24
H28 5.18 0.36 3.58
H29 3.29 -0.44 2.35
H30 3.72 -0.51 0.53
H31 3.81 0.98 1.39
H32 7.84 -1.67 4.46
H33 6.62 -2.07 3.36
C13 -5.08 -1.25 -3.77
C14 -3.93 -1.92 -4.54
C15 -3.21 -2.96 -3.73
O4 -2.34 -3.66 -4.47
C16 -1.12 -2.99 -4.65
N4 -4.58 -2.59 -5.71
H34 -5.80 -2.00 -3.52
H35 -5.63 -0.67 -4.52
H36 -4.79 -0.64 -2.91
H37 -3.10 -1.14 -4.78
H38 -3.98 -3.68 -3.36
H39 -2.78 -2.52 -2.80
H40 -1.22 -2.19 -5.32
H41 -0.41 -3.63 -5.15
H42 -0.78 -2.76 -3.63
H43 -4.83 -1.91 -6.46
H44 -3.83 -3.17 -6.10
C17 -7.49 3.53 0.11
C18 -6.29 2.65 -0.22
C19 -5.11 3.45 -0.70
O5 -5.46 4.03 -1.95
C20 -4.52 5.02 -2.32
N5 -5.82 1.85 0.91
H45 -7.89 4.04 -0.79
H46 -7.26 4.38 0.77
H47 -8.33 2.95 0.61
H48 -6.47 2.00 -1.06
H49 -4.30 2.71 -0.77
H50 -4.78 4.21 -0.07
H51 -4.48 5.80 -1.51
H52 -4.85 5.42 -3.29
H53 -3.48 4.69 -2.53
H54 -5.44 0.95 0.57
H55 -6.60 1.64 1.47
C21 -0.93 7.41 0.88
C22 0.35 6.80 0.35
C23 0.56 7.08 -1.18
O6 -0.44 6.37 -1.87
C24 -0.56 4.94 -1.78
N6 1.56 7.20 1.14
H56 -0.99 7.19 1.95
H57 -1.84 7.08 0.38
H58 -1.02 8.45 0.76
H59 0.19 5.71 0.51
H60 1.58 6.73 -1.43
H61 0.59 8.17 -1.37
H62 -1.34 4.52 -2.39
H63 -0.93 4.69 -0.78
H64 0.47 4.47 -1.90
H65 1.30 7.00 2.08
H66 1.58 8.23 1.09
C25 4.03 3.99 1.26
C26 3.93 5.00 2.52
C27 4.78 4.75 3.71
O7 4.70 3.43 4.26
C28 3.44 3.18 4.90
N7 4.34 6.36 2.08
H67 5.08 3.93 1.00
H68 3.39 4.41 0.47
H69 3.62 2.98 1.51
H70 2.87 5.10 2.73
H71 4.59 5.39 4.59
H72 5.81 4.88 3.44
H73 3.18 3.99 5.60
H74 3.51 2.27 5.43
H75 2.60 3.14 4.21
H76 3.76 6.71 1.29
H77 5.26 6.14 1.69
C29 -5.98 -1.96 1.58
C30 -4.46 -1.84 1.42
C31 -3.69 -3.19 1.29
O8 -2.31 -2.98 1.14
C32 -1.70 -2.17 2.12
N8 -4.17 -0.86 0.37
H78 -6.36 -0.92 1.55
H79 -6.26 -2.52 2.47
H80 -6.47 -2.36 0.66
H81 -4.20 -1.28 2.30
H82 -3.86 -3.78 0.44
H83 -3.98 -3.77 2.18
H84 -0.60 -2.33 2.13
H85 -2.00 -2.46 3.12
H86 -1.84 -1.09 1.92
H87 -3.23 -0.89 -0.01
H88 -4.85 -0.86 -0.39
C33 1.90 -3.31 3.85
C34 2.60 -4.34 4.78
C35 2.54 -5.73 4.01
O9 1.19 -6.17 3.95
C36 0.93 -7.21 4.89
N9 3.99 -4.11 5.02
H89 1.93 -2.25 4.29
H90 0.82 -3.62 3.78
H91 2.38 -3.19 2.88
H92 2.19 -4.41 5.77
H93 3.15 -6.38 4.57
H94 3.06 -5.56 3.01
H95 0.57 -6.87 5.86
H96 1.90 -7.63 5.24
H97 0.35 -7.98 4.41
H98 4.02 -3.24 5.51
H99 4.58 -4.10 4.24
C37 -0.03 1.57 -2.24
C38 -1.33 0.66 -2.16
C39 -0.91 -0.59 -1.31
O10 0.37 -1.05 -1.66
C40 0.96 -1.83 -0.63
N10 -2.48 1.27 -1.57
H100 -0.24 2.45 -2.90
H101 0.88 1.13 -2.59
H102 0.31 1.91 -1.22
H103 -1.69 0.30 -3.16
H104 -1.65 -1.41 -1.32
H105 -0.92 -0.21 -0.27
H106 0.50 -2.87 -0.61
H107 0.79 -1.24 0.29
H108 2.03 -1.87 -0.88
H109 -2.21 1.71 -0.69
H110 -2.85 1.91 -2.24
C41 -1.51 -6.46 -0.62
C42 -0.66 -6.67 0.63
C43 0.84 -6.56 0.29
O11 1.24 -7.55 -0.58
C44 2.55 -7.48 -0.96
N11 -1.14 -5.78 1.74
H111 -1.74 -5.40 -0.91
H112 -2.40 -7.02 -0.51
H113 -0.97 -6.86 -1.49
H114 -0.75 -7.77 0.96
H115 1.44 -6.54 1.21
H116 1.01 -5.61 -0.20
H117 3.20 -7.40 -0.08
H118 2.81 -6.56 -1.56
H119 2.82 -8.39 -1.59
H120 -0.37 -5.63 2.40
H121 -1.37 -4.86 1.34
C45 -2.25 4.45 2.65
C46 -1.55 3.18 2.25
C47 -1.05 2.41 3.49
O12 -0.62 1.09 3.06
C48 -0.11 0.37 4.14
N12 -2.39 2.33 1.44
H122 -2.62 4.99 1.81
H123 -1.66 5.11 3.25
H124 -3.14 4.19 3.22
H125 -0.67 3.36 1.66
H126 -1.80 2.20 4.23
H127 -0.20 2.90 3.96
H128 -0.95 0.19 4.91
H129 0.73 0.90 4.57
H130 0.45 -0.50 3.75
H131 -2.12 1.37 1.47
H132 -3.42 2.43 1.55

Properties
HOMO energy (eV): -8.8
Lowest unoccupied orbital energy (eV): 0.50
Kohn-Sham gap (eV): 9.2816



## two
Density functional theory data (ωB97M-V/def2-TZVPD) for a 12-piece molecular cluster, C48H132N12O12 overall.

Geometry (Å):
C1 -2.36 -4.89 4.75
C2 -3.14 -5.43 3.55
C3 -2.35 -5.31 2.23
O1 -2.06 -3.93 2.01
C4 -0.71 -3.58 2.20
N1 -3.46 -6.83 3.74
H1 -2.92 -4.98 5.70
H2 -2.11 -3.86 4.56
H3 -1.39 -5.39 4.79
H4 -4.03 -4.81 3.42
H5 -2.96 -5.61 1.38
H6 -1.47 -5.95 2.39
H7 -0.07 -3.72 1.32
H8 -0.33 -3.99 3.14
H9 -0.70 -2.50 2.31
H10 -4.08 -7.04 4.52
H11 -3.96 -7.20 2.94
C5 -1.48 -2.49 -3.95
C6 -1.90 -3.74 -3.27
C7 -1.08 -4.06 -2.04
O2 0.28 -4.37 -2.57
C8 1.12 -4.81 -1.52
N2 -3.32 -3.61 -2.91
H12 -2.03 -2.42 -4.89
H13 -0.41 -2.44 -4.04
H14 -1.77 -1.58 -3.41
H15 -1.80 -4.55 -3.97
H16 -1.49 -4.94 -1.51
H17 -0.98 -3.22 -1.39
H18 0.66 -5.61 -0.90
H19 1.29 -3.97 -0.84
H20 2.05 -5.10 -1.95
H21 -3.57 -4.49 -2.50
H22 -3.45 -2.83 -2.26
C9 -6.34 3.62 -6.93
C10 -5.20 3.39 -5.86
C11 -4.21 2.42 -6.48
O3 -3.21 2.07 -5.55
C12 -3.50 1.00 -4.76
N3 -4.66 4.66 -5.55
H23 -7.02 4.39 -6.64
H24 -6.78 2.62 -7.07
H25 -5.94 3.87 -7.92
H26 -5.73 3.01 -4.98
H27 -3.76 2.93 -7.32
H28 -4.76 1.51 -6.75
H29 -4.39 1.16 -4.14
H30 -2.69 0.80 -4.08
H31 -3.78 0.12 -5.35
H32 -4.73 5.32 -6.29
H33 -3.89 4.79 -4.90
C13 -4.76 -0.18 -0.76
C14 -4.23 -0.99 0.39
C15 -5.19 -2.04 0.97
O4 -6.28 -1.27 1.43
C16 -7.39 -2.02 1.96
N4 -3.11 -1.74 -0.16
H34 -5.04 -0.91 -1.53
H35 -3.96 0.35 -1.26
H36 -5.57 0.50 -0.53
H37 -3.95 -0.33 1.20
H38 -4.72 -2.64 1.76
H39 -5.48 -2.72 0.20
H40 -8.09 -1.25 2.23
H41 -7.10 -2.56 2.87
H42 -7.76 -2.76 1.23
H43 -2.32 -1.11 -0.34
H44 -2.83 -2.43 0.54
C17 3.71 -3.42 -3.01
C18 4.95 -2.85 -3.72
C19 4.53 -2.31 -5.13
O5 3.73 -1.21 -4.96
C20 3.03 -0.95 -6.17
N5 5.44 -1.79 -2.87
H45 3.62 -4.44 -3.39
H46 2.82 -2.90 -3.39
H47 3.69 -3.38 -1.93
H48 5.73 -3.61 -3.82
H49 3.98 -3.10 -5.68
H50 5.42 -2.01 -5.72
H51 2.38 -0.11 -5.92
H52 2.39 -1.83 -6.41
H53 3.71 -0.80 -7.02
H54 4.78 -1.06 -2.72
H55 6.28 -1.33 -3.22
C21 -2.97 -0.29 3.88
C22 -2.66 0.34 5.23
C23 -2.02 -0.64 6.20
O6 -3.06 -1.56 6.54
C24 -2.64 -2.50 7.52
N6 -1.75 1.53 5.16
H56 -3.59 -1.17 3.90
H57 -1.97 -0.51 3.44
H58 -3.44 0.41 3.17
H59 -3.61 0.70 5.62
H60 -1.59 -0.20 7.12
H61 -1.25 -1.22 5.69
H62 -2.45 -1.99 8.47
H63 -1.68 -2.98 7.27
H64 -3.39 -3.28 7.58
H65 -2.07 2.23 4.50
H66 -0.89 1.15 4.80
C25 2.24 5.17 6.00
C26 1.36 3.96 5.65
C27 2.26 2.90 5.08
O7 1.43 1.85 4.63
C28 2.14 0.61 4.49
N7 0.71 3.42 6.79
H67 1.81 5.91 6.67
H68 2.59 5.59 5.04
H69 3.10 4.83 6.57
H70 0.62 4.20 4.89
H71 2.82 2.50 5.91
H72 2.94 3.20 4.26
H73 3.01 0.76 3.83
H74 1.45 -0.11 4.03
H75 2.46 0.26 5.47
H76 0.03 4.05 7.23
H77 0.16 2.58 6.59
C29 1.19 -2.85 6.08
C30 2.55 -3.55 5.77
C31 3.20 -3.17 4.45
O8 2.33 -3.22 3.42
C32 2.92 -2.79 2.17
N8 3.50 -3.23 6.83
H78 1.35 -1.77 6.02
H79 0.82 -3.14 7.08
H80 0.48 -3.19 5.30
H81 2.43 -4.65 5.76
H82 4.07 -3.82 4.26
H83 3.61 -2.16 4.63
H84 3.32 -1.77 2.17
H85 2.11 -2.85 1.44
H86 3.73 -3.46 1.88
H87 3.44 -2.24 6.94
H88 3.32 -3.76 7.66
C33 2.68 3.92 -3.38
C34 3.13 2.82 -4.26
C35 3.87 3.35 -5.49
O9 4.21 2.26 -6.35
C36 5.07 2.71 -7.35
N9 3.79 1.80 -3.41
H89 3.62 4.38 -3.00
H90 2.14 3.70 -2.48
H91 2.22 4.70 -4.01
H92 2.30 2.23 -4.69
H93 4.81 3.86 -5.27
H94 3.19 4.03 -6.04
H95 4.62 3.52 -7.92
H96 5.23 1.78 -7.90
H97 5.96 3.17 -6.92
H98 4.72 2.05 -3.11
H99 4.01 0.98 -4.00
C37 5.93 0.81 -0.46
C38 5.16 1.66 0.57
C39 4.59 2.94 0.00
O10 3.74 3.62 0.99
C40 4.42 4.47 1.91
N10 4.20 0.72 1.25
H100 5.24 0.41 -1.22
H101 6.54 0.06 0.03
H102 6.72 1.47 -0.89
H103 5.91 1.96 1.34
H104 3.91 2.73 -0.82
H105 5.44 3.55 -0.27
H106 5.39 4.74 1.43
H107 4.73 3.89 2.75
H108 3.77 5.32 2.15
H109 3.47 1.31 1.67
H110 3.63 0.23 0.52
C41 0.09 0.57 -2.04
C42 1.12 0.43 -0.90
C43 0.45 -0.21 0.31
O11 -0.76 0.39 0.75
C44 -0.62 1.64 1.33
N11 2.31 -0.32 -1.23
H111 -0.75 1.24 -1.84
H112 -0.27 -0.42 -2.39
H113 0.60 1.06 -2.90
H114 1.44 1.43 -0.61
H115 1.10 -0.15 1.20
H116 0.28 -1.29 0.15
H117 0.19 1.61 2.09
H118 -1.56 1.99 1.73
H119 -0.26 2.45 0.68
H120 2.84 0.27 -1.90
H121 2.03 -1.10 -1.82
C45 -2.80 4.49 0.05
C46 -3.02 4.27 -1.38
C47 -1.79 4.71 -2.18
O12 -2.11 4.31 -3.52
C48 -0.97 4.48 -4.37
N12 -3.42 2.87 -1.52
H122 -2.75 5.55 0.27
H123 -1.91 3.99 0.40
H124 -3.59 4.03 0.64
H125 -3.84 4.85 -1.79
H126 -0.95 4.10 -1.84
H127 -1.48 5.75 -2.13
H128 -0.10 3.99 -3.92
H129 -0.75 5.55 -4.46
H130 -1.29 4.16 -5.35
H131 -3.38 2.58 -2.49
H132 -2.73 2.28 -1.06

Properties
HOMO energy (eV): -8.4
Lowest unoccupied orbital energy (eV): 0.50
Kohn-Sham gap (eV): 8.8545



## three
Density functional theory data (ωB97M-V/def2-TZVPD) for a 12-piece molecular cluster, C48H132N12O12 overall.

Geometry (Å):
C1 -4.63 1.29 -0.93
C2 -5.10 2.57 -1.64
C3 -6.46 3.04 -1.15
O1 -7.40 2.02 -0.91
C4 -7.89 1.38 -2.06
N1 -4.17 3.67 -1.40
H1 -3.89 0.78 -1.56
H2 -5.46 0.58 -0.77
H3 -4.28 1.46 0.08
H4 -5.16 2.37 -2.72
H5 -6.86 3.82 -1.82
H6 -6.41 3.58 -0.19
H7 -7.04 0.97 -2.63
H8 -8.50 2.04 -2.68
H9 -8.52 0.53 -1.80
H10 -3.18 3.38 -1.49
H11 -4.15 3.84 -0.39
C5 0.00 5.03 -1.24
C6 -0.42 3.85 -0.39
C7 -1.15 4.29 0.86
O2 -1.12 3.26 1.84
C8 -1.90 3.60 2.97
N2 -1.29 2.97 -1.17
H12 -0.91 5.49 -1.66
H13 0.62 4.72 -2.08
H14 0.45 5.88 -0.72
H15 0.49 3.35 0.00
H16 -2.16 4.65 0.63
H17 -0.66 5.17 1.29
H18 -1.95 2.68 3.57
H19 -2.92 3.82 2.65
H20 -1.47 4.41 3.56
H21 -0.83 2.60 -2.00
H22 -1.48 2.15 -0.59
C9 2.73 5.03 6.28
C10 1.96 4.10 7.21
C11 1.68 2.72 6.63
O3 0.84 2.82 5.51
C12 0.36 1.58 5.05
N3 2.75 3.93 8.44
H23 3.72 4.63 6.04
H24 2.85 5.99 6.77
H25 2.21 5.20 5.34
H26 0.98 4.56 7.40
H27 1.19 2.14 7.43
H28 2.66 2.27 6.41
H29 0.11 1.67 4.00
H30 -0.52 1.25 5.61
H31 1.16 0.83 5.16
H32 3.42 4.68 8.52
H33 2.17 3.94 9.27
C13 1.06 -0.18 1.86
C14 0.27 0.13 0.59
C15 0.34 -1.01 -0.41
O4 1.68 -1.07 -0.86
C16 1.88 -2.09 -1.82
N4 -1.13 0.51 0.82
H34 2.13 -0.33 1.68
H35 0.69 -1.10 2.31
H36 1.04 0.69 2.52
H37 0.76 1.02 0.17
H38 -0.32 -0.84 -1.27
H39 0.02 -1.92 0.12
H40 1.26 -1.92 -2.71
H41 1.62 -3.08 -1.43
H42 2.93 -2.07 -2.10
H43 -1.62 -0.15 1.41
H44 -1.13 1.43 1.28
C17 -6.68 -4.58 -3.35
C18 -5.25 -4.95 -3.68
C19 -4.35 -4.87 -2.46
O5 -3.01 -5.10 -2.82
C20 -2.11 -4.98 -1.77
N5 -5.21 -6.29 -4.28
H45 -7.23 -4.55 -4.29
H46 -6.75 -3.56 -2.95
H47 -7.13 -5.29 -2.65
H48 -4.83 -4.24 -4.39
H49 -4.63 -5.63 -1.70
H50 -4.44 -3.92 -1.92
H51 -2.55 -5.34 -0.83
H52 -1.84 -3.92 -1.60
H53 -1.16 -5.47 -1.99
H54 -4.26 -6.58 -4.50
H55 -5.53 -6.93 -3.57
C21 5.93 2.18 6.61
C22 5.85 0.69 6.33
C23 4.96 0.41 5.13
O6 4.76 -0.98 4.97
C24 3.67 -1.27 4.16
N6 7.21 0.18 6.12
H56 5.02 2.61 7.02
H57 6.26 2.71 5.71
H58 6.73 2.34 7.34
H59 5.37 0.20 7.19
H60 5.34 0.87 4.22
H61 3.98 0.89 5.33
H62 3.56 -0.55 3.33
H63 2.72 -1.27 4.71
H64 3.82 -2.24 3.69
H65 7.68 0.72 5.40
H66 7.14 -0.78 5.79
C25 -1.57 -1.47 4.44
C26 -1.36 -2.97 4.62
C27 -0.18 -3.54 3.86
O7 -0.40 -3.45 2.47
C28 0.64 -3.98 1.69
N7 -1.21 -3.21 6.08
H67 -2.04 -1.20 3.50
H68 -0.59 -0.97 4.49
H69 -2.14 -1.10 5.29
H70 -2.27 -3.51 4.37
H71 -0.04 -4.59 4.16
H72 0.75 -3.04 4.17
H73 0.23 -4.17 0.69
H74 0.99 -4.98 2.00
H75 1.54 -3.36 1.60
H76 -0.41 -2.64 6.38
H77 -0.84 -4.16 6.23
C29 -7.12 -1.38 0.78
C30 -6.23 -1.58 2.01
C31 -4.78 -1.43 1.67
O8 -4.44 -2.33 0.63
C32 -3.10 -2.24 0.27
N8 -6.63 -0.55 2.99
H78 -8.17 -1.23 1.03
H79 -7.08 -2.18 0.04
H80 -6.79 -0.47 0.27
H81 -6.45 -2.58 2.42
H82 -4.11 -1.66 2.51
H83 -4.60 -0.39 1.37
H84 -2.89 -1.35 -0.32
H85 -2.84 -3.11 -0.33
H86 -2.43 -2.37 1.14
H87 -7.56 -0.76 3.33
H88 -6.03 -0.65 3.81
C33 1.58 -1.28 -5.83
C34 0.70 -1.04 -7.05
C35 0.84 0.38 -7.59
O9 0.46 1.33 -6.61
C36 0.29 2.63 -7.15
N9 1.14 -1.93 -8.11
H89 1.39 -0.52 -5.08
H90 2.64 -1.26 -6.11
H91 1.38 -2.27 -5.42
H92 -0.35 -1.23 -6.76
H93 0.23 0.45 -8.50
H94 1.92 0.48 -7.74
H95 1.20 3.02 -7.63
H96 0.06 3.29 -6.31
H97 -0.52 2.63 -7.89
H98 0.61 -1.80 -8.97
H99 1.00 -2.90 -7.85
C37 6.29 -0.14 -3.21
C38 6.05 -1.57 -2.72
C39 7.24 -2.44 -3.03
O10 7.61 -2.40 -4.38
C40 6.85 -3.22 -5.24
N10 5.69 -1.59 -1.30
H100 7.16 0.29 -2.70
H101 5.40 0.48 -3.07
H102 6.53 -0.09 -4.28
H103 5.18 -1.91 -3.30
H104 7.07 -3.47 -2.67
H105 8.11 -2.05 -2.49
H106 6.68 -4.19 -4.74
H107 7.42 -3.37 -6.15
H108 5.89 -2.77 -5.50
H109 4.99 -0.87 -1.12
H110 6.51 -1.37 -0.75
C41 5.91 1.87 0.26
C42 4.50 1.40 0.56
C43 3.63 2.48 1.18
O11 4.12 2.81 2.47
C44 3.10 3.25 3.34
N11 3.85 0.89 -0.67
H111 6.49 1.06 -0.16
H112 6.40 2.18 1.18
H113 5.86 2.68 -0.48
H114 4.55 0.56 1.26
H115 2.57 2.18 1.23
H116 3.65 3.38 0.54
H117 2.54 4.09 2.92
H118 3.55 3.51 4.29
H119 2.36 2.46 3.54
H120 3.60 1.68 -1.27
H121 2.91 0.60 -0.42
C45 -2.49 2.27 -4.32
C46 -1.84 1.03 -3.75
C47 -2.38 -0.21 -4.46
O12 -1.80 -1.35 -3.86
C48 -2.12 -2.54 -4.53
N12 -0.38 1.10 -3.84
H122 -3.56 2.14 -4.53
H123 -2.03 2.60 -5.26
H124 -2.33 3.14 -3.68
H125 -2.08 0.89 -2.69
H126 -2.21 -0.25 -5.54
H127 -3.48 -0.26 -4.36
H128 -1.66 -3.41 -4.09
H129 -1.99 -2.48 -5.62
H130 -3.20 -2.74 -4.42
H131 -0.04 0.25 -3.39
H132 -0.08 0.94 -4.81

Properties
HOMO energy (eV): -8.7
Lowest unoccupied orbital energy (eV): 0.54
Kohn-Sham gap (eV): 9.2413



Which is most stable, and by how much? three, by 0.0637 hartree.